(1)
Computed, not measured: C54H53N10O4PSTeW as an isolated structure at a distorted geometry, with ωB97M-V/def2-TZVPD.

For the orbital gap (alpha / beta), the calculation gives 0.1981 / 0.2100 Ha. Its spin multiplicity is 2. The calculation puts the molecular weight at 1280.57 g/mol. For the HOMO energy (alpha / beta), the calculation gives -9.215 / -9.261 eV. As for the expectation value of S²: 0.7684. The net charge is +1. Its total energy is -109189.9058 eV. As for the largest force on an atom: 2.1 eV/Å.

```
125
Properties=species:S:1:pos:R:3:lowdin_spin:R:1
W -1.07359 -0.58023 -0.35230 0.88
C -5.28010 -0.29278 0.58719 0.00
C -5.73773 0.57419 -0.41420 0.00
C -4.83888 1.39358 -1.04231 0.00
C -3.47894 1.33524 -0.69353 0.00
N -3.02025 0.40926 0.17189 0.01
C -3.93690 -0.34648 0.82432 0.01
N -2.66197 2.31121 -1.20420 0.01
C -1.37178 2.31476 -1.18850 0.01
N -0.48964 1.31403 -0.83075 0.02
C 0.78953 1.66898 -1.32250 0.01
N 1.82561 0.94976 -1.41666 0.00
C 1.80408 -0.44351 -1.44483 0.01
C 2.96255 -1.09618 -1.66479 -0.02
C 2.97012 -2.53195 -1.75577 0.00
C 1.85149 -3.25172 -1.60860 -0.01
C 0.57430 -2.58754 -1.26408 0.01
N 0.61297 -1.12972 -1.25676 -0.01
C 0.71757 3.04991 -1.82661 0.00
C 1.67233 3.86488 -2.40670 0.00
C 1.25750 5.09764 -2.89055 0.00
C -0.08018 5.49046 -2.81677 0.00
C -1.03769 4.65405 -2.26187 0.00
C -0.60913 3.43752 -1.76033 0.00
H -5.96206 -0.92173 1.14114 0.00
H -6.78881 0.60699 -0.66990 0.00
H -5.12338 2.09196 -1.81694 0.00
H -3.52490 -0.99903 1.58689 0.00
H 3.85179 -0.50184 -1.81024 0.00
H 3.89906 -3.04127 -1.98083 0.00
H 1.84962 -4.32258 -1.73971 0.00
H -0.31946 -2.84318 -3.01670 0.00
H 2.69826 3.53061 -2.49216 0.00
H 1.97684 5.76241 -3.35053 0.00
H -0.37119 6.45840 -3.20320 0.00
H -2.08701 4.91878 -2.23340 0.00
N -5.46923 3.40524 -6.01408 0.00
C -4.51447 2.52254 -5.57635 0.00
C -4.79994 1.15168 -5.49291 0.00
C -3.87520 0.27047 -4.97893 0.00
C -2.63951 0.74879 -4.54686 0.00
C -2.33475 2.10456 -4.63210 0.00
C -3.26362 2.98276 -5.14491 0.00
S -1.47655 -0.29939 -3.78103 0.00
O -0.27539 0.45519 -3.58236 0.00
O -1.36340 -1.57013 -4.44033 0.00
N -2.05915 -0.56460 -2.21835 0.00
C -2.91318 -1.60731 -1.99535 0.01
N -3.82199 -2.04669 -2.84844 0.00
C -4.47989 -3.14680 -2.48863 0.01
C -4.23104 -3.80870 -1.29540 0.00
C -3.31944 -3.23180 -0.43646 0.01
N -2.67824 -2.12296 -0.76424 0.00
H -6.26021 3.04565 -6.51804 0.00
H -5.18085 4.33570 -6.25918 0.00
H -5.76376 0.79019 -5.83101 0.00
H -4.09078 -0.78456 -4.90170 0.00
H -1.36316 2.44969 -4.30618 0.00
H -3.03242 4.03920 -5.21140 0.00
H -5.22247 -3.50083 -3.19471 0.00
H -4.72862 -4.73044 -1.03602 0.00
H -3.08600 -3.65074 0.53732 0.00
C 7.92454 1.52560 0.05619 0.00
C 6.53562 1.11593 0.46776 0.00
C 6.24484 -0.19547 0.82534 0.00
C 4.96343 -0.58922 1.18787 0.00
C 4.73560 -2.02070 1.60703 0.00
C 3.92937 0.36064 1.17988 0.00
Te 1.93734 -0.32660 1.56627 0.00
N -0.50241 -2.00672 0.89178 0.03
C -0.02523 -2.96800 0.21394 0.00
O -0.50845 -3.02097 -2.07966 0.01
C 0.13297 -4.36259 0.66560 0.00
C 0.11862 -5.44766 -0.21387 0.00
C 0.38110 -6.72345 0.25633 0.00
C 0.65749 -6.93602 1.60037 0.00
C 0.58938 -5.87412 2.49285 0.00
C 0.31249 -4.59934 2.02739 0.00
C 2.21702 0.16545 3.64576 0.00
C 2.82741 1.36377 4.00831 0.00
C 2.95461 1.74059 5.33735 0.00
C 2.47471 0.90844 6.33737 0.00
C 1.90778 -0.30818 5.99062 0.00
C 1.77823 -0.69613 4.65794 0.00
C 1.17687 -2.03534 4.32513 0.00
C 4.20245 1.69017 0.84521 0.00
C 3.17763 2.79957 0.87251 0.00
C 5.50461 2.04055 0.49260 0.00
H 8.66545 0.80522 0.39987 0.00
H 8.17520 2.50698 0.45810 0.00
H 7.99487 1.58602 -1.03194 0.00
H 7.04055 -0.93297 0.82423 0.00
H 5.66521 -2.58679 1.55914 0.00
H 3.99772 -2.50613 0.96594 0.00
H 4.35675 -2.05694 2.63093 0.00
H -0.14077 -5.28717 -1.25182 0.00
H 0.36151 -7.56162 -0.42797 0.00
H 0.90423 -7.92754 1.95618 0.00
H 0.75631 -6.03545 3.54984 0.00
H 0.25229 -3.76265 2.70589 0.00
H 3.23256 2.01109 3.24407 0.00
H 3.43362 2.68036 5.58055 0.00
H 2.55819 1.19301 7.37817 0.00
H 1.56005 -0.97911 6.76790 0.00
H 0.94876 -2.60004 5.22904 0.00
H 1.87793 -2.61266 3.71945 0.00
H 0.25843 -1.90558 3.74443 0.00
H 2.20380 2.43915 1.20219 0.00
H 3.06235 3.22801 -0.12252 0.00
H 3.50724 3.59997 1.53901 0.00
H 5.71422 3.07358 0.23046 0.00
C -3.02052 2.32968 2.52198 0.00
P -1.51518 1.41520 2.89308 0.00
C -0.31701 2.68121 3.28696 0.00
C -1.77966 0.42723 4.36691 0.00
O -1.02638 0.52502 1.77771 0.01
H -3.19858 3.04577 3.32633 0.00
H -3.88773 1.67878 2.42927 0.00
H -2.87839 2.87446 1.58720 0.00
H -0.66446 3.26810 4.13974 0.00
H -0.19000 3.34141 2.42733 0.00
H 0.63492 2.21615 3.53419 0.00
H -2.33902 0.97617 5.12567 0.00
H -0.80322 0.14542 4.76536 0.00
H -2.32605 -0.47514 4.09173 0.00
```



(2)
Computed, not measured: a 14-piece molecular cluster, C54H54Cl18 overall at a distorted geometry, with ωB97M-V/def2-TZVPD.

For the orbital gap, the calculation gives 0.3496 Ha. The calculation puts the molecular weight at 1341.18 g/mol. For the HOMO energy, the calculation gives -9.132 eV. Its total energy is -282275.3113 eV. As for the largest force on an atom: 3.3 eV/Å.

```
126
Properties=species:S:1:pos:R:3:lowdin_charge:R:1
C -4.44245 2.97444 0.09444 -0.08
C -4.82558 3.19396 -1.21649 -0.12
C -4.19507 4.04585 -2.04493 -0.10
C -3.07076 4.64176 -1.50865 -0.10
C -2.66657 4.43250 -0.19506 -0.10
C -3.35215 3.60092 0.64296 -0.10
H -5.04898 2.38404 0.76523 0.11
H -5.69164 2.66441 -1.58518 0.09
H -4.55378 4.31023 -3.02872 0.12
H -2.51240 5.35931 -2.09155 0.05
H -1.79948 4.91787 0.22799 0.10
H -2.99354 3.37221 1.63568 0.09
C -5.19952 -0.49672 -3.27269 -0.12
C -5.43962 -0.15722 -1.96650 -0.12
C -5.04531 -0.96592 -0.95242 -0.10
C -4.22438 -2.03213 -1.16492 -0.09
C -3.90325 -2.32387 -2.46549 -0.16
C -4.44933 -1.67920 -3.52468 -0.13
H -5.63207 0.02375 -4.11436 0.08
H -6.16164 0.64148 -1.88184 0.09
H -5.27322 -0.70790 0.07124 0.10
H -3.66635 -2.66210 -0.48806 0.10
H -3.39431 -3.23983 -2.72700 0.11
H -4.29319 -2.02286 -4.53656 0.10
C -5.21601 -2.59062 4.76584 -0.11
C -4.66953 -3.04276 3.57270 -0.09
C -5.44572 -3.00875 2.43486 -0.12
C -6.74141 -2.69366 2.46281 -0.12
C -7.28054 -2.21566 3.64389 -0.09
C -6.55119 -2.21046 4.84566 -0.08
H -4.62961 -2.53721 5.67120 0.10
H -3.62441 -3.31051 3.62195 0.08
H -4.98124 -3.33080 1.51457 0.09
H -7.43733 -2.77612 1.64105 0.11
H -8.30684 -1.88052 3.61575 0.10
H -6.95322 -1.84844 5.78039 0.10
C 4.11371 -6.03654 5.74458 -0.10
C 3.85055 -4.67540 5.49265 -0.08
C 3.47488 -4.22499 4.22208 -0.11
C 3.33624 -5.10376 3.14611 -0.10
C 3.65463 -6.42296 3.39811 -0.09
C 4.02555 -6.90902 4.68807 -0.09
H 4.50284 -6.48287 6.64778 0.10
H 4.06647 -3.97729 6.28790 0.09
H 3.27677 -3.17120 4.09292 0.06
H 3.04108 -4.77244 2.16147 0.09
H 3.65857 -7.04855 2.51776 0.08
H 4.36758 -7.92120 4.84585 0.10
C -0.68447 2.91332 4.96218 -0.12
C 0.23746 2.91854 5.98112 -0.10
C 1.60967 2.87740 5.67315 -0.10
C 2.06373 2.90537 4.36865 -0.13
C 1.09489 2.94678 3.38390 -0.12
C -0.27535 2.94115 3.63628 -0.09
H -1.72632 2.93725 5.24570 0.10
H 0.00743 2.88141 7.03568 0.10
H 2.32580 2.83111 6.48024 0.10
H 3.10204 2.87017 4.07356 0.07
H 1.38131 2.77654 2.35658 0.06
H -1.06284 2.88265 2.89951 0.08
C 3.01688 -6.16238 -0.63452 -0.10
C 3.79675 -5.14597 -1.21152 -0.08
C 3.21428 -4.13578 -1.99474 -0.10
C 1.82757 -4.08112 -2.04085 -0.11
C 1.05883 -5.05115 -1.41982 -0.10
C 1.63763 -6.08983 -0.71263 -0.10
H 3.58061 -6.82182 0.00870 0.09
H 4.87659 -5.16455 -1.21414 0.10
H 3.77782 -3.32017 -2.42321 0.05
H 1.35099 -3.30601 -2.62263 0.08
H -0.01526 -4.95346 -1.47634 0.10
H 0.99149 -6.75234 -0.15586 0.10
C 2.06491 3.40646 -7.09590 -0.09
C 3.42622 3.62392 -7.07828 -0.10
C 4.14836 3.54174 -5.93864 -0.12
C 3.58248 3.03380 -4.80107 -0.10
C 2.25360 2.65512 -4.89278 -0.15
C 1.49098 2.78861 -6.01691 -0.13
H 1.44342 3.47432 -7.97655 0.11
H 3.92973 3.99327 -7.95945 0.11
H 5.20882 3.74255 -5.97729 0.11
H 4.20633 2.99735 -3.92023 0.10
H 1.80097 2.20255 -4.02289 0.06
H 0.43422 2.56608 -6.02874 0.07
C 1.43284 -0.83872 0.08462 -0.13
C 1.96649 0.18482 -0.71418 -0.09
C 1.30656 1.41629 -0.72709 -0.12
C 0.18947 1.58111 0.04573 -0.12
C -0.31709 0.57418 0.86119 -0.09
C 0.28353 -0.68802 0.85665 -0.08
H 1.79906 -1.85460 0.06816 0.07
H 2.88545 0.12940 -1.27884 0.06
H 1.70081 2.24342 -1.29876 0.06
H -0.26128 2.55386 0.17608 0.08
H -1.21465 0.79710 1.41895 0.09
H -0.03713 -1.48913 1.50612 0.07
C 4.38436 0.14152 2.09509 -1.47
Cl 4.61558 0.29774 3.87410 0.51
Cl 4.24429 -1.55876 1.62679 0.58
Cl 5.74676 0.97231 1.25442 0.49
H 3.52068 0.71768 1.76312 -0.01
C 0.47258 6.07538 -4.42258 -1.58
Cl -0.37204 6.81527 -3.10401 0.55
Cl 2.16128 6.70552 -4.43688 0.50
Cl -0.35147 6.51852 -5.86666 0.56
H 0.46928 4.98571 -4.39605 -0.02
C -2.33691 1.26454 -3.74088 -1.40
Cl -1.12530 2.58500 -3.86315 0.56
Cl -1.49063 -0.29048 -3.58613 0.56
Cl -3.35091 1.30242 -5.24894 0.52
H -2.96520 1.43856 -2.86734 0.01
C 3.26946 5.27517 -0.03394 -1.47
Cl 3.75156 3.90116 0.97302 0.54
Cl 1.62538 4.94445 -0.62750 0.55
Cl 4.47920 5.72032 -1.30547 0.50
H 3.40121 6.15047 0.60214 0.01
C -0.26631 -1.48450 4.94515 -1.47
Cl -0.20223 -3.02675 4.09832 0.54
Cl -1.79331 -0.62069 4.40484 0.49
Cl 1.07803 -0.49600 4.48548 0.58
H -0.25280 -1.68090 6.01722 0.03
C 3.76839 -0.91870 -4.86037 -1.41
Cl 2.01716 -0.85563 -4.45013 0.51
Cl 4.18768 -2.64736 -4.98216 0.53
Cl 4.74150 -0.20778 -3.50464 0.51
H 3.96409 -0.43986 -5.81980 0.03
```